[1]
{
  "formula": "H3O6",
  "method": "the ωB97M-V functional and the def2-TZVPD basis",
  "homo_ev": [-16.74, -15.71],
  "homo_lumo_gap_ev": [9.270, 7.191],
  "total_charge": 1,
  "e_above_lowest_ev": 0.9197,
  "e_lumo_ev": [-7.465, -8.518],
  "species": ["O", "O", "O", "O", "O", "O", "H", "H", "H"],
  "coordinates": [[1.15202, -0.18223, 1.21241], [1.47351, 0.36128, 0.12596], [-1.00816, 1.30544, -0.84582], [0.99742, -1.58038, 1.13678], [0.06463, 0.48061, -1.27259], [-1.72363, 0.61194, 0.06786], [-2.50703, 0.12588, -0.50146], [0.81027, -2.12532, 1.98763], [0.74098, 1.00278, -1.91079]],
  "lowdin_charge": [0.02, 0.11, -0.04, 0.09, 0.07, 0.04, 0.24, 0.21, 0.26]
}


[2]
{
  "formula": "C54H105Cl2FI2N6O9P",
  "method": "the ωB97M-V functional and the def2-TZVPD basis",
  "homo_ev": -9.45,
  "homo_lumo_gap_ev": 6.862,
  "total_charge": 1,
  "e_lumo_ev": -2.586,
  "species": ["I", "I", "Cl", "Cl", "P", "F", "O", "O", "O", "O", "O", "O", "O", "O", "O", "N", "N", "N", "N", "N", "N", "C", "C", "C", "C", "C", "C", "C", "C", "C", "C", "C", "C", "C", "C", "C", "C", "C", "C", "C", "C", "C", "C", "C", "C", "C", "C", "C", "C", "C", "C", "C", "C", "C", "C", "C", "C", "C", "C", "C", "C", "C", "C", "C", "C", "C", "C", "C", "C", "C", "C", "C", "C", "C", "C", "H", "H", "H", "H", "H", "H", "H", "H", "H", "H", "H", "H", "H", "H", "H", "H", "H", "H", "H", "H", "H", "H", "H", "H", "H", "H", "H", "H", "H", "H", "H", "H", "H", "H", "H", "H", "H", "H", "H", "H", "H", "H", "H", "H", "H", "H", "H", "H", "H", "H", "H", "H", "H", "H", "H", "H", "H", "H", "H", "H", "H", "H", "H", "H", "H", "H", "H", "H", "H", "H", "H", "H", "H", "H", "H", "H", "H", "H", "H", "H", "H", "H", "H", "H", "H", "H", "H", "H", "H", "H", "H", "H", "H", "H", "H", "H", "H", "H", "H", "H", "H", "H", "H", "H", "H"],
  "coordinates": [[1.86787, 4.61460, -0.43888], [-0.87372, 3.66471, 0.02038], [3.30563, -2.58945, -0.98902], [7.04775, -0.74003, 0.20503], [2.41413, 0.19470, -1.81788], [4.42917, 2.73581, -2.07530], [-1.23138, -1.83110, -3.07513], [8.69981, 6.38717, 2.55629], [-9.60487, -4.60473, -7.89586], [1.70638, 1.76725, -2.22972], [-0.93122, -4.20975, 1.54209], [-1.37343, -10.08465, 0.44689], [-2.86117, 2.56050, 5.18697], [-5.93145, -2.67503, -5.69263], [-6.25117, 5.87860, 1.90763], [4.00140, 7.20103, 2.40289], [0.86193, -0.75662, -1.80256], [3.46765, 8.96179, 0.58844], [3.28339, 0.19537, -0.27250], [1.64144, 8.20833, 2.06019], [1.37250, -2.71721, 3.51270], [9.92718, 6.71597, 1.89103], [4.13120, -1.05393, -0.24303], [-9.36141, -6.00513, -7.70421], [2.02794, 3.33743, 1.38975], [-3.04152, -3.03959, -4.00648], [-10.93116, -4.43976, -8.41641], [4.51038, 2.63803, 2.53576], [-7.03774, -3.17123, -6.45882], [5.63999, 5.10093, 2.32685], [2.23536, 0.10458, 0.86745], [-2.75733, 1.05788, 7.01385], [9.79546, 8.07752, 3.79997], [-11.41501, -5.81322, -8.82722], [-0.98793, -3.23150, -2.88348], [4.90237, 6.33519, 1.56070], [-4.19660, 2.15445, 5.51710], [2.80412, 0.83667, 2.24094], [7.04911, 3.95275, -1.06713], [3.11607, 8.12670, 1.61690], [2.24107, -2.28469, 2.32139], [-4.08094, 0.87541, 6.31707], [-2.32064, -3.93292, -3.03026], [-2.02047, -6.31157, 1.58696], [3.22298, 2.29732, 1.52431], [-7.40976, -2.08646, -7.44600], [0.02654, -9.81962, 0.28267], [6.45512, 2.43860, -0.66265], [-0.15667, 3.61210, 3.02629], [0.46156, 2.90123, 1.63945], [-4.37865, 4.47206, 2.25373], [0.76641, -10.81462, 1.14998], [4.79332, 2.52815, -0.67694], [-2.74135, -5.41824, 0.61074], [2.02364, 0.79408, 3.64963], [-10.69412, -6.70655, -7.85099], [-2.55767, -1.66613, -3.59568], [-0.16367, -12.00012, 1.13382], [-5.32130, 6.08991, 0.83627], [-5.63337, 5.03228, 2.88706], [5.58581, -1.11379, -0.94670], [4.63375, 4.10311, 3.20496], [-1.94222, 1.77821, 5.96201], [-0.68776, -5.61015, 1.73374], [1.21773, 0.79807, 4.82846], [-3.97903, 5.57916, 1.31280], [5.75030, -0.53786, -2.45833], [-2.25751, -4.04478, 1.02154], [3.97245, 1.49352, 0.24131], [-1.52315, -11.33599, 1.13170], [-5.43507, -1.48737, -6.32533], [-6.08361, -1.41389, -7.69035], [8.49672, 7.32107, 3.62578], [10.35118, 8.07668, 2.39929], [1.47776, -1.20977, 1.35508], [9.65343, 9.07818, 4.21588], [3.28119, -1.96785, 2.73550], [1.77061, -11.03828, 0.78110], [-0.02402, -12.56881, 0.20677], [-2.29945, 0.12086, 7.34076], [-6.33394, 4.25068, 3.19365], [1.49073, 7.68063, 2.94431], [-5.67679, 5.52389, -0.03126], [-7.86306, -3.42951, -5.78906], [0.71447, 0.59514, 5.88909], [-2.54109, -0.95979, -4.43025], [6.90767, 2.08769, 0.35320], [4.42257, 5.95097, 0.54967], [-11.22281, -6.70896, -6.89049], [-8.65429, -6.32990, -8.47484], [0.23470, 1.77831, 1.77190], [0.10987, -0.26134, -2.32518], [-6.70736, -4.08011, -6.97277], [-2.88626, 1.70141, 7.89209], [-0.96668, 2.86728, 3.45893], [-2.54916, -6.31399, 2.54746], [-2.41034, -5.64115, -0.41058], [-11.55388, -4.02251, -7.61757], [5.45816, -1.39953, -3.23014], [4.48928, 8.82482, 0.43135], [0.85475, -10.42657, 2.17159], [-5.29681, 7.15156, 0.57406], [-8.10414, -1.37824, -6.97874], [1.56873, -3.75846, 3.61564], [0.98854, -1.90189, 0.51115], [-2.71051, -3.26249, -5.02779], [-5.72241, -0.63266, -5.70329], [8.08446, 4.11270, -0.54341], [5.82727, -2.28389, -1.10325], [0.75052, 3.56501, 3.80141], [-11.08399, -6.03613, -9.84853], [-4.62012, 3.56811, 1.68197], [10.66366, 5.94783, 2.14971], [-4.12953, -3.13667, -3.97035], [-2.24092, -3.33844, 0.18697], [3.73786, 0.12735, 2.46978], [-1.45232, 1.07034, 5.28504], [-2.28514, -11.94078, 0.63241], [-0.02303, -12.68064, 1.97739], [-2.88023, -3.62753, 1.82038], [5.11987, 0.39077, -2.74945], [3.67224, 4.62355, 3.59625], [2.11843, 4.22675, 2.19378], [2.42875, -3.29186, 1.70769], [-4.65142, 2.95424, 6.11166], [-0.54979, 4.69745, 2.84362], [5.27265, 3.93275, 4.20697], [8.19796, 6.78565, 4.53118], [-7.87849, -2.47721, -8.35272], [0.99913, 7.92884, 1.29170], [0.01936, -5.93493, 0.96312], [6.33931, 4.82331, -0.74572], [9.86787, 8.86351, 1.80819], [7.25763, 3.92899, -2.24242], [-4.02838, 0.01452, 5.64000], [4.58176, 1.85902, 3.43976], [-0.28081, -3.55627, -3.65410], [-1.92314, -7.34591, 1.24759], [-10.91457, -3.73342, -9.25098], [-1.86068, -11.12033, 2.15130], [4.35983, -1.25370, 0.91327], [5.56744, 2.51975, 1.99304], [6.28804, 4.52584, 1.54117], [-4.92005, 0.72275, 7.00049], [0.23983, -8.78291, 0.55870], [-5.49987, -1.99601, -8.41335], [-2.84933, -3.93533, -2.06976], [0.99484, -1.66200, -2.34680], [6.90211, 1.74818, -1.49337], [-0.23370, -5.77395, 2.71530], [-3.45533, 6.36645, 1.86778], [-4.77992, 2.02558, 4.60123], [-2.22330, -4.96726, -3.36963], [-3.82936, -5.51533, 0.64686], [7.68280, 7.99297, 3.33230], [11.43227, 8.23086, 2.35487], [1.36642, 0.69792, 0.29474], [-5.39515, 5.65018, 3.75969], [4.86894, 0.91715, 0.80303], [-3.18040, -1.24888, -2.79684], [6.90372, -0.33971, -2.64502], [1.99596, 1.88133, -3.20251], [-10.59679, -7.74089, -8.19037], [0.52208, -0.85561, 1.98365], [-3.60824, 4.21825, 2.98621], [-12.50301, -5.91030, -8.79109], [5.78354, 7.05872, 1.19859], [10.46587, 7.52087, 4.46557], [0.27061, -9.95655, -0.77612], [-1.17921, 2.43029, 6.39681], [4.57568, 7.74786, 3.08094], [-8.90735, -6.16892, -6.72265], [-0.53387, -3.39529, -1.90192], [4.65195, 3.59176, -0.13887], [-4.34373, -1.52755, -6.38058], [0.37633, -2.66928, 3.20652], [-6.17197, -0.39129, -8.06579], [-3.33309, 5.24972, 0.49504], [9.77414, 6.70201, 0.80805], [6.42289, 5.60479, 3.07534]],
  "lowdin_charge": [0.81, 0.72, 0.66, 0.55, 0.99, -0.10, -0.19, -0.17, -0.16, -0.38, -0.17, -0.15, -0.16, -0.16, -0.13, -0.04, -0.15, 0.09, -0.32, 0.05, -0.03, -0.20, -0.55, -0.21, -0.55, -0.17, -0.20, -0.13, -0.21, -0.16, -0.26, -0.18, -0.18, -0.18, -0.21, -0.26, -0.20, -0.20, -0.10, -0.39, -0.28, -0.17, -0.17, -0.16, -0.25, -0.18, -0.21, -0.19, -0.17, -0.70, -0.19, -0.18, -0.23, -0.17, -0.01, -0.18, -0.18, -0.18, -0.20, -0.21, -0.64, -0.17, -0.24, -0.21, 0.12, -0.21, -0.15, -0.20, -0.12, -0.20, -0.21, -0.18, -0.22, -0.18, -0.17, 0.12, 0.10, 0.12, 0.12, 0.12, 0.12, 0.06, 0.12, 0.12, 0.09, 0.12, 0.08, 0.06, 0.12, 0.12, 0.06, 0.05, 0.12, 0.12, 0.08, 0.12, 0.11, 0.12, 0.11, 0.03, 0.12, 0.12, 0.12, 0.08, 0.10, 0.12, 0.12, 0.08, 0.10, 0.08, 0.12, 0.12, 0.12, 0.11, 0.11, 0.14, 0.08, 0.12, 0.12, 0.12, 0.05, 0.10, 0.09, 0.10, 0.12, 0.08, 0.13, 0.12, 0.11, 0.07, 0.11, 0.07, 0.12, 0.10, 0.12, 0.13, 0.12, 0.11, 0.12, 0.12, 0.14, 0.11, 0.09, 0.12, 0.10, 0.12, 0.10, 0.02, 0.09, 0.12, 0.12, 0.12, 0.12, 0.12, 0.11, 0.12, 0.14, 0.12, 0.13, 0.13, 0.10, 0.09, 0.12, 0.14, 0.10, 0.12, 0.12, 0.12, 0.12, 0.12, 0.12, 0.12, 0.11, 0.10, 0.11, 0.05, 0.12, 0.03, 0.12, 0.10]
}


[3]
{
  "formula": "C4H7Br2N2",
  "method": "the ωB97M-V functional and the def2-TZVPD basis",
  "homo_ev": -14.47,
  "homo_lumo_gap_ev": 10.089,
  "total_charge": 1,
  "e_above_lowest_ev": 2.8003,
  "e_lumo_ev": -4.379,
  "species": ["Br", "Br", "N", "N", "C", "C", "C", "C", "H", "H", "H", "H", "H", "H", "H"],
  "coordinates": [[1.62102, 1.85440, -0.26022], [2.65619, -1.32802, -0.10464], [-0.99564, 0.45412, -1.27607], [-2.01534, 0.62682, 1.54378], [0.41522, -0.18386, 1.81543], [-0.99247, 0.19319, 1.78838], [0.07979, -0.57578, -1.11711], [1.15931, -0.17088, 0.00249], [-1.49808, 0.38814, -0.35924], [0.47143, -1.30470, 2.01608], [1.09304, 0.60234, 2.20975], [0.48328, -0.66235, -2.17279], [-0.61509, 1.46846, -1.33621], [-1.64771, 0.29320, -1.92677], [-0.21495, -1.65509, -0.82285]],
  "lowdin_charge": [0.65, 0.79, 0.16, 0.18, -0.08, -0.24, -0.26, -1.06, 0.10, 0.12, 0.09, 0.14, 0.14, 0.11, 0.16]
}


[4]
{
  "formula": "C5H10O",
  "method": "the ωB97M-V functional and the def2-TZVPD basis",
  "homo_ev": -8.64,
  "homo_lumo_gap_ev": 9.501,
  "e_above_lowest_ev": 4.1372,
  "e_lumo_ev": 0.861,
  "species": ["O", "C", "C", "C", "C", "C", "H", "H", "H", "H", "H", "H", "H", "H", "H", "H"],
  "coordinates": [[0.08606, -0.06575, 2.59791], [-1.04939, -1.06213, -0.44702], [1.35254, -0.00170, -0.34894], [-1.08870, 0.46607, 2.80820], [-0.13622, 0.13277, -0.61111], [0.83391, 0.16232, -1.75057], [1.01853, 1.10622, -2.25379], [-1.96727, -0.93061, -1.02873], [-0.58106, 1.09363, -0.35245], [-1.33465, -1.22082, 0.59601], [0.47032, 0.09328, 1.70981], [1.89793, 0.83545, 0.08232], [1.73094, -0.98115, -0.06461], [-0.55610, -1.97409, -0.80185], [0.86250, -0.70739, -2.40224], [-1.35129, 1.01547, 1.86094]],
  "lowdin_charge": [-0.08, -0.07, -0.15, 0.00, -0.37, -0.13, 0.10, 0.08, 0.13, 0.06, 0.05, 0.10, 0.11, 0.09, 0.10, -0.01]
}


no.,calculated total energy (eV)
1,-12311.164
2,-138294.917
3,-147317.332
4,-7390.628